{
  "formula": "C40H80O17S2",
  "method": "ωB97M-V/def2-TZVPD",
  "species": ["C", "C", "C", "O", "C", "H", "H", "H", "H", "H", "H", "H", "H", "C", "C", "C", "O", "C", "H", "H", "H", "H", "H", "H", "H", "H", "C", "C", "C", "O", "C", "H", "H", "H", "H", "H", "H", "H", "H", "C", "C", "C", "O", "C", "H", "H", "H", "H", "H", "H", "H", "H", "C", "C", "C", "O", "C", "H", "H", "H", "H", "H", "H", "H", "H", "C", "C", "C", "O", "C", "H", "H", "H", "H", "H", "H", "H", "H", "C", "C", "C", "O", "C", "H", "H", "H", "H", "H", "H", "H", "H", "C", "C", "C", "O", "C", "H", "H", "H", "H", "H", "H", "H", "H", "C", "C", "C", "O", "C", "H", "H", "H", "H", "H", "H", "H", "H", "C", "C", "O", "S", "O", "O", "O", "H", "H", "H", "H", "C", "C", "O", "S", "O", "O", "O", "H", "H", "H", "H"],
  "coordinates": [[1.84125, -4.08318, -2.91756], [2.31012, -5.46275, -3.34236], [3.60488, -5.55866, -2.53716], [3.32452, -4.92693, -1.29320], [2.19943, -4.02397, -1.43173], [0.76943, -3.89195, -3.00565], [2.37250, -3.27114, -3.41537], [2.52643, -5.48819, -4.41339], [1.61560, -6.27610, -3.13773], [4.44160, -5.09221, -3.07370], [3.99604, -6.55484, -2.32431], [2.39750, -2.98989, -1.14379], [1.52588, -4.51206, -0.72587], [5.07851, 1.09495, -1.96183], [3.92651, 0.37435, -1.24929], [3.80512, 1.13743, 0.07655], [4.98199, 1.98004, 0.15778], [5.93092, 1.53393, -0.81656], [4.69945, 1.92683, -2.55859], [5.59499, 0.48408, -2.70624], [4.16976, -0.67083, -1.05498], [2.97408, 0.40604, -1.77852], [3.89160, 0.56774, 1.00738], [2.92377, 1.76809, 0.20806], [6.62778, 0.80710, -0.36655], [6.74431, 2.24736, -0.99887], [-0.10729, 0.63046, -0.52350], [-0.43919, 1.63353, 0.58166], [-1.32092, 0.76551, 1.47258], [-0.74784, -0.50463, 1.45552], [-0.26138, -0.77991, 0.09963], [0.92362, 0.87164, -0.81077], [-0.57712, 0.85941, -1.48420], [-0.62794, 2.64858, 0.25137], [0.52629, 1.62304, 1.10218], [-2.36973, 0.63608, 1.16281], [-1.38777, 1.20293, 2.47523], [-1.05662, -1.35715, -0.37143], [0.68888, -1.29215, 0.22414], [-3.61145, 1.62622, -1.23438], [-3.56706, 2.29038, -2.63947], [-4.94908, 2.21586, -3.22598], [-5.61595, 1.23100, -2.44850], [-5.12700, 1.38182, -1.14086], [-3.22774, 2.28286, -0.45587], [-2.95558, 0.75992, -1.30671], [-2.75559, 1.83692, -3.21153], [-3.25660, 3.34186, -2.60361], [-4.99085, 2.07904, -4.30644], [-5.54973, 3.12149, -3.03727], [-5.39648, 0.51114, -0.54205], [-5.54687, 2.22622, -0.57477], [2.19110, -1.83531, 3.13370], [1.54372, -3.21397, 3.17417], [2.37976, -3.97450, 2.15709], [3.70951, -3.53062, 2.36842], [3.65927, -2.19075, 2.83900], [2.13916, -1.25459, 4.05074], [1.67796, -1.35748, 2.29819], [0.50237, -3.25267, 2.84399], [1.61229, -3.82565, 4.07927], [2.03665, -3.68139, 1.15004], [2.29529, -5.05781, 2.06382], [4.10915, -1.48254, 2.14023], [4.19804, -2.16483, 3.78893], [0.06441, 1.43126, 6.16739], [0.91646, 1.70931, 4.94902], [0.53142, 3.16031, 4.60526], [-0.76294, 3.34633, 5.19312], [-1.21640, 2.08863, 5.69335], [0.44928, 1.95196, 7.04539], [-0.09326, 0.38602, 6.44016], [0.66951, 1.06239, 4.10379], [1.96061, 1.53874, 5.22168], [0.51656, 3.25035, 3.51779], [1.30655, 3.80307, 5.02795], [-1.69593, 1.57439, 4.84969], [-1.94952, 2.28092, 6.47830], [0.03781, 6.40963, 2.47953], [1.44361, 6.79336, 1.96719], [2.04797, 5.40546, 1.95401], [1.06010, 4.61608, 1.30335], [-0.22614, 5.16045, 1.65811], [-0.63277, 7.25091, 2.32886], [0.22676, 6.13344, 3.51847], [1.90888, 7.48325, 2.67400], [1.37146, 7.27793, 0.99351], [2.32597, 5.06209, 2.95789], [2.99445, 5.38316, 1.40776], [-0.80532, 4.47752, 2.28583], [-0.85013, 5.45478, 0.80970], [0.75696, 3.80280, -3.39681], [2.12726, 3.79081, -4.01148], [2.79336, 5.02489, -3.47177], [1.98160, 5.50341, -2.40368], [0.98971, 4.55014, -2.06098], [0.25168, 2.83238, -3.39034], [0.04718, 4.36900, -4.00928], [2.00894, 3.82419, -5.10116], [2.67927, 2.85635, -3.88720], [2.98181, 5.83031, -4.18177], [3.79110, 4.73201, -3.11786], [0.11319, 5.06736, -1.66833], [1.26235, 3.85052, -1.26098], [-1.90944, -4.47461, 0.44375], [-3.27030, -4.69817, -0.20600], [-3.38317, -6.22679, -0.11007], [-2.88776, -6.54720, 1.19146], [-1.84701, -5.63188, 1.47330], [-1.91594, -3.51906, 0.97073], [-1.06203, -4.48362, -0.24158], [-3.28760, -4.51631, -1.28341], [-4.04054, -4.13167, 0.31005], [-2.81147, -6.74454, -0.88675], [-4.41112, -6.59364, -0.12130], [-0.84588, -6.06801, 1.55194], [-2.03699, -5.20511, 2.46543], [-0.36397, -3.34166, -5.58884], [-0.03326, -2.32724, -6.73908], [-0.31566, -1.05707, -6.13949], [-1.47377, -1.14575, -5.06831], [-2.73711, -1.23068, -5.74787], [-1.33448, -0.19118, -4.00581], [-1.00878, -2.59988, -4.56818], [0.53681, -3.79984, -5.19720], [-1.06162, -4.07355, -5.99232], [-0.70270, -2.42698, -7.58863], [1.02077, -2.32974, -6.99118], [-4.61732, -2.13367, 3.78960], [-4.01311, -0.84717, 3.17825], [-4.69911, -0.55157, 1.97820], [-6.27670, -0.90828, 2.27771], [-7.04257, -1.28708, 1.14090], [-6.78678, 0.12011, 3.14574], [-5.87929, -2.24995, 3.18764], [-4.69589, -1.91119, 4.85427], [-3.98828, -3.01020, 3.64414], [-2.92856, -0.85975, 3.11741], [-4.29443, -0.06818, 3.89420]],
  "forces_ev_per_angstrom": [[-1.051, 0.144, 0.997], [0.701, 0.097, -0.701], [0.251, -0.199, 0.144], [0.622, 0.621, -0.174], [0.641, -1.217, -0.169], [0.020, -0.091, -0.277], [0.090, -0.158, -0.231], [-0.024, -0.110, -0.003], [-0.113, 0.155, 0.306], [-0.178, 0.494, 0.039], [-0.487, -0.191, 0.071], [0.374, -0.153, 0.315], [-0.885, 0.635, -0.358], [-0.095, -0.603, -0.963], [-0.394, -0.075, 0.360], [1.221, 0.492, 0.883], [0.295, 0.551, -0.446], [0.975, 0.323, 1.083], [-0.002, 0.339, 0.393], [0.040, -0.291, 0.285], [0.072, -0.024, -0.073], [0.119, -0.033, -0.223], [-0.438, -0.721, -0.374], [0.011, 0.130, -0.420], [-0.877, -1.060, -0.127], [-1.002, 0.995, -0.369], [1.129, 0.719, -1.463], [1.088, -1.778, 0.238], [-1.491, 1.303, 0.142], [1.051, -0.720, 0.090], [-0.939, 1.602, 0.794], [0.185, -0.583, 0.157], [-0.828, -0.652, 0.267], [-0.638, -0.081, 0.154], [-0.231, 0.741, 0.486], [0.090, 0.522, -0.412], [0.339, -0.495, 0.211], [0.383, -0.285, -0.374], [-0.110, -0.308, -0.254], [-0.332, 0.483, -1.231], [1.759, 1.230, 0.127], [-0.902, 0.579, 0.540], [-0.165, -0.672, -0.309], [0.570, -0.547, 1.280], [-0.122, -0.009, 0.072], [-0.436, -0.362, 0.366], [-0.465, -0.313, -0.354], [-0.097, -0.013, 0.272], [-0.073, -0.750, 0.148], [0.570, 0.323, -0.097], [-0.007, -0.214, -0.332], [-0.307, 0.263, -0.521], [-0.038, -0.860, -0.217], [-0.365, -1.695, 0.048], [-0.318, 0.758, -1.440], [0.026, -0.304, -0.208], [-0.252, 0.218, 0.551], [-0.357, 0.109, -0.081], [0.305, 0.592, 0.150], [-0.051, 0.354, 0.201], [0.039, 0.708, 0.441], [0.204, 0.382, 0.043], [0.346, -0.095, 0.909], [0.143, -0.182, -0.121], [0.288, 0.107, -0.142], [-1.000, -0.486, -0.233], [0.688, -0.383, 0.225], [0.482, -1.209, 0.140], [0.292, 0.662, -0.226], [-0.034, 0.670, 0.219], [-0.044, 0.082, -0.024], [0.224, -0.065, -0.212], [-0.057, -0.201, 0.184], [0.118, 0.336, -0.448], [-0.167, 0.396, 0.024], [-0.479, 0.525, 0.071], [0.012, -0.442, 0.291], [-0.004, 0.043, -0.103], [1.500, 0.425, -0.297], [-0.499, 0.159, 0.976], [1.055, 0.800, -0.807], [-0.498, -0.144, 0.257], [-0.649, 0.377, 0.693], [-0.443, -0.313, 0.317], [-0.723, 0.243, 0.174], [0.209, -0.064, -0.129], [0.287, -0.277, -0.163], [-0.541, -0.104, 0.133], [-0.261, -0.304, -0.407], [0.104, -0.391, -0.314], [0.408, -0.456, -0.463], [-1.339, 0.111, 0.422], [-0.370, -0.592, -2.007], [1.051, -0.186, 0.651], [0.111, 0.232, 0.353], [-0.458, -0.846, -0.621], [0.407, -0.169, 0.640], [0.338, 0.420, -0.012], [0.119, 0.230, 0.038], [0.039, 0.137, 0.679], [-0.457, 0.035, -0.099], [-0.048, 0.222, 0.347], [0.001, 0.209, -0.271], [0.590, 0.118, -0.052], [-0.155, 0.084, 0.552], [0.584, -1.107, -1.241], [-0.920, 0.166, 1.074], [0.466, -0.070, -0.424], [0.268, 1.030, 0.787], [0.289, 0.046, -0.082], [-0.131, -0.095, -0.150], [-0.039, 0.735, 0.141], [-0.247, -0.289, -0.044], [0.121, 0.165, -0.059], [0.039, 0.024, -0.220], [-0.145, -0.400, -0.369], [-0.084, -0.188, 0.053], [-0.213, 0.131, -1.377], [-0.541, 0.015, 1.066], [0.476, 1.240, 0.047], [-1.063, -0.115, 0.070], [0.991, -0.141, 0.449], [0.481, -1.003, -1.062], [-0.295, 0.390, 0.727], [-0.096, -0.042, 0.198], [0.113, -0.251, 0.255], [0.212, -0.253, -0.167], [-0.052, 0.038, -0.232], [0.941, 1.096, 0.029], [-0.171, 0.505, 1.820], [-1.126, -0.654, -0.965], [0.648, -0.008, 1.719], [1.130, -0.090, 0.381], [0.489, -0.912, -0.591], [-1.396, 0.537, -1.225], [-0.251, -0.442, 0.069], [-0.401, -0.222, -0.314], [-0.066, -0.096, -0.799], [0.303, 0.252, -0.161]],
  "lowdin_charge": [-0.18, -0.16, -0.21, -0.14, -0.19, 0.10, 0.12, 0.11, 0.12, 0.12, 0.12, 0.11, 0.10, -0.16, -0.15, -0.17, -0.15, -0.22, 0.10, 0.11, 0.11, 0.09, 0.10, 0.10, 0.12, 0.12, -0.16, -0.14, -0.24, -0.17, -0.11, 0.08, 0.09, 0.10, 0.11, 0.10, 0.11, 0.11, 0.10, -0.14, -0.17, -0.20, -0.12, -0.21, 0.10, 0.09, 0.08, 0.11, 0.12, 0.12, 0.10, 0.13, -0.14, -0.16, -0.22, -0.12, -0.19, 0.10, 0.09, 0.10, 0.12, 0.08, 0.13, 0.10, 0.12, -0.17, -0.18, -0.19, -0.14, -0.21, 0.12, 0.11, 0.10, 0.11, 0.09, 0.12, 0.11, 0.12, -0.16, -0.16, -0.22, -0.16, -0.22, 0.11, 0.11, 0.11, 0.12, 0.11, 0.12, 0.10, 0.12, -0.16, -0.19, -0.20, -0.12, -0.19, 0.10, 0.11, 0.11, 0.10, 0.12, 0.11, 0.11, 0.10, -0.17, -0.15, -0.20, -0.13, -0.21, 0.09, 0.10, 0.11, 0.11, 0.12, 0.12, 0.11, 0.11, -0.15, -0.12, -0.20, 0.62, -0.22, -0.23, -0.20, 0.10, 0.13, 0.13, 0.13, -0.18, -0.20, -0.20, 0.69, -0.20, -0.23, -0.19, 0.13, 0.12, 0.12, 0.12],
  "homo_ev": -9.392,
  "de_lowest_kj_mol": 212.24
}